Arrangement w

Density functional theory data (ωB97M-V/def2-TZVPD) for a cluster of 2 separate species, C4H3IN2 in total.

XYZ file:
```
10
Properties=species:S:1:pos:R:3:lowdin_charge:R:1
C -1.574 0.974 -1.527 -0.664
C 0.413 -0.020 1.690 0.106
C 1.083 -0.491 0.629 -0.262
C 0.360 -0.413 -0.583 -0.703
N -2.100 1.222 -2.554 0.096
N -1.231 0.776 -0.317 0.070
I 0.783 -1.152 -2.307 1.150
H 0.744 -0.309 2.724 0.111
H -0.504 0.368 1.457 0.008
H 2.027 -0.953 0.787 0.088
```

- frontier orbital gap (alpha / beta) (hartree) = 0.2138 / 0.2140
- charge = 0



Arrangement x

Density functional theory data (ωB97M-V/def2-TZVPD) for the molecule C4H3IN2.

XYZ file:
```
10
Properties=species:S:1:pos:R:3:lowdin_charge:R:1
C -1.592 0.310 -0.616 -0.211
C -0.517 2.374 -0.060 -0.221
C 0.482 0.145 0.608 -0.582
C -0.357 1.046 -0.505 -0.382
N -2.425 -0.441 -0.424 0.190
N -0.671 3.461 0.284 0.194
I 2.461 -0.009 -0.099 0.844
H -0.006 -0.894 0.472 0.078
H 0.322 0.591 1.487 0.002
H 0.258 1.041 -1.388 0.089
```

- frontier orbital gap (hartree) = 0.3780
- charge = 0



The structure with the most favorable energy is arrangement x; the runner-up is 0.1754 hartree above it.



Arrangement w

Density functional theory data (ωB97M-V/def2-TZVPD) for the molecule C17H18N4O3S.

XYZ file:
```
43
Properties=species:S:1:pos:R:3:lowdin_charge:R:1
C 0.208 5.578 -3.858 -0.083
C -0.726 5.403 -2.513 -0.213
O -0.048 4.794 -1.504 0.010
C 0.206 3.610 -1.405 -0.346
C 0.897 3.307 -0.215 0.049
C 1.366 1.953 -0.176 -0.048
C 0.996 1.039 -1.075 -0.182
C -0.097 1.370 -2.193 0.054
C -0.356 2.730 -2.398 0.001
H -0.876 2.963 -3.139 0.021
H -0.366 0.554 -3.083 0.154
N 0.983 -0.386 -1.046 -0.034
C 0.188 -1.403 -0.900 -0.507
N 0.865 -2.709 -0.843 0.089
C 1.998 -2.271 -0.406 -0.282
C 2.428 -0.908 -0.528 0.046
H 3.228 -0.292 -0.177 0.073
H 2.907 -3.028 -0.131 0.142
S -1.519 -1.513 -1.513 0.977
C -1.809 -3.084 -1.084 -0.493
C -1.607 -3.409 0.386 -0.588
O -1.219 -4.606 0.529 0.027
N -1.413 -2.495 1.174 0.101
C -0.818 -2.511 2.473 -0.330
N -1.077 -1.458 3.158 0.191
O -0.368 -1.870 4.519 0.052
C -0.207 -3.037 4.682 -0.327
C -0.698 -3.767 3.222 0.170
H -0.550 -4.604 2.977 -0.060
C 0.326 -3.784 5.816 0.023
H 1.209 -3.526 5.888 -0.013
H -0.471 -3.385 6.636 0.167
H 0.215 -4.896 5.661 0.122
H -1.608 -1.392 1.036 0.200
H -1.446 -3.707 -1.675 -0.011
H -3.008 -3.248 -1.264 0.166
H 1.713 1.554 0.667 0.076
H 1.641 3.889 0.251 0.105
H -1.622 4.940 -2.844 0.100
H -0.916 6.528 -2.444 0.137
H 0.611 4.603 -4.133 0.033
H 1.247 6.261 -3.844 0.119
H -0.406 6.213 -4.685 0.109
```

- frontier orbital gap (hartree) = 0.3009
- charge = 0



Arrangement x

Density functional theory data (ωB97M-V/def2-TZVPD) for the molecule C17H18N4O3S.

XYZ file:
```
43
Properties=species:S:1:pos:R:3:lowdin_charge:R:1
C -0.159 2.489 -3.175 -0.057
H -0.930 3.218 -2.938 0.077
H -0.383 2.047 -4.141 0.078
H 0.799 3.001 -3.238 0.067
C -0.104 1.396 -2.114 -0.192
N 0.195 1.948 -0.817 0.003
C 1.425 2.244 -0.314 -0.627
N 1.330 2.745 0.889 0.034
N 0.028 2.781 1.203 0.076
C -0.652 2.319 0.190 -0.301
C -2.127 2.128 0.141 -0.099
H -2.558 2.439 1.100 0.134
H -2.573 2.728 -0.659 0.137
O -2.454 0.792 -0.188 -0.044
C -1.992 -0.203 0.616 -0.199
C -1.563 -0.050 1.912 0.001
C -1.152 -1.162 2.661 -0.076
C -1.158 -2.420 2.129 -0.057
C -1.565 -2.614 0.794 -0.164
C -1.576 -3.876 0.163 -0.014
C -1.956 -3.970 -1.148 -0.053
C -2.312 -2.792 -1.829 -0.136
N -2.324 -1.611 -1.279 0.129
C -1.974 -1.498 0.016 -0.151
H -2.596 -2.828 -2.873 0.105
H -1.979 -4.919 -1.661 0.101
H -1.282 -4.750 0.728 0.116
H -0.847 -3.274 2.712 0.112
H -0.831 -1.004 3.680 0.111
H -1.530 0.924 2.374 0.106
S 2.902 1.936 -1.176 0.997
C 3.977 1.745 0.271 -0.338
C 3.731 0.454 1.024 -0.565
O 4.487 0.023 1.851 0.117
O 2.588 -0.132 0.669 -0.093
C 2.243 -1.322 1.364 -0.026
H 1.412 -1.765 0.821 0.087
H 3.098 -2.001 1.395 0.099
H 1.940 -1.082 2.384 0.101
H 3.775 2.584 0.940 0.088
H 5.010 1.785 -0.070 0.093
H 0.690 0.682 -2.357 0.113
H -1.056 0.863 -2.051 0.113
```

- frontier orbital gap (hartree) = 0.3179
- charge = 0



The structure with the most favorable energy is arrangement x; the runner-up is 0.5997 hartree above it.